#w
Below is a 2-piece molecular cluster, C6H14N2O2 overall, with properties calculated with wB97M-V/def2-TZVPD.

## Properties
**E_HOMO (spin up / spin down)**: -7.45 / -7.45 eV
**LUMO energy (spin up / spin down)**: -0.269 / -0.268 eV
**Spin multiplicity**: 1
**Orbital gap (spin up / spin down)**: 0.2640 / 0.2640 Ha

Cartesian coordinates (Å):
C  1.357  -2.551  -0.071
C  -0.398  -2.707  1.689
C  -0.475  2.090  -2.129
C  -0.262  2.950  0.259
C  0.842  -2.021  1.151
C  -0.826  1.777  -0.606
N  -0.415  -0.477  0.153
N  0.122  0.691  -0.163
O  -1.636  -0.654  0.212
O  1.348  0.959  -0.001
H  0.593  -3.251  -0.608
H  1.757  -1.753  -0.611
H  2.178  -3.257  0.215
H  -1.310  -2.214  1.484
H  -0.212  -2.793  2.743
H  -0.465  -3.691  1.288
H  -1.214  2.901  -2.437
H  0.540  2.477  -1.993
H  -0.348  1.211  -2.881
H  0.738  3.189  -0.116
H  -0.255  2.599  1.297
H  -0.849  3.822  0.334
H  1.397  -1.280  1.757
H  -1.866  1.667  -0.310

=====

#x
Below is a 2-piece molecular cluster, C6H14N2O2 overall, with properties calculated with wB97M-V/def2-TZVPD.

## Properties
**E_HOMO**: -7.82 eV
**LUMO energy**: 0.692 eV
**Spin multiplicity**: 1
**Orbital gap**: 0.3128 Ha

Cartesian coordinates (Å):
C  -0.390  -0.083  0.888
C  -1.566  0.493  0.120
C  -1.813  1.959  0.427
C  2.883  -0.100  -1.120
C  1.661  -0.810  -1.528
C  0.654  -1.381  -1.834
H  0.581  -1.875  0.992
H  -0.981  -1.987  0.562
H  0.494  0.539  0.693
H  -0.620  -0.008  1.961
H  -1.345  0.404  -0.960
H  -3.421  -0.087  -0.133
H  -0.961  2.547  0.028
H  -2.718  2.284  -0.117
H  -2.099  3.069  1.991
H  3.415  -1.414  0.351
H  4.655  -0.473  -0.180
H  2.586  0.759  -0.483
H  3.361  0.330  -2.014
H  -0.254  -1.906  -2.111
N  -0.134  -1.440  0.420
N  3.833  -1.011  -0.492
O  -2.686  -0.320  0.455
O  -1.960  2.133  1.821

=====

Bottom line: #x, by a margin of 82.4 kcal/mol.

=====

#w
Below is a 2-piece molecular cluster, C6H14N2O2 overall, with properties calculated with wB97M-V/def2-TZVPD.

## Properties
**E_HOMO**: -8.88 eV
**LUMO energy**: 0.536 eV
**Spin multiplicity**: 1
**Orbital gap**: 0.3459 Ha

Cartesian coordinates (Å):
C  -3.269  0.675  -0.095
C  -1.053  -1.769  1.711
C  -2.297  -1.047  1.275
O  -3.344  -1.233  1.874
N  -2.193  -0.246  0.184
H  -1.279  -0.190  -0.246
H  -4.086  0.570  0.602
H  -0.102  -1.479  1.292
H  -2.959  1.714  -0.197
H  -3.688  0.433  -1.077
H  -0.975  -1.597  2.784
H  -1.123  -2.853  1.596
C  1.410  1.265  -2.380
C  3.002  -0.106  0.783
C  1.593  0.670  -1.041
O  0.629  0.266  -0.404
N  2.841  0.422  -0.574
H  2.298  1.252  -3.022
H  3.629  0.888  -0.992
H  2.593  0.519  1.568
H  2.531  -1.087  0.782
H  0.602  0.933  -3.016
H  1.194  2.331  -2.268
H  4.049  -0.332  0.859

=====

#x
Below is a 2-piece molecular cluster, C6H14N2O2 overall, with properties calculated with wB97M-V/def2-TZVPD.

## Properties
**E_HOMO**: -9.28 eV
**LUMO energy**: 0.714 eV
**Spin multiplicity**: 1
**Orbital gap**: 0.3671 Ha

Cartesian coordinates (Å):
C  -1.989  0.339  -0.745
C  -1.535  -0.276  3.030
C  -2.146  0.664  0.811
O  -2.420  1.815  1.174
N  -1.807  -0.450  1.576
H  -2.944  0.371  -1.188
H  -1.601  -1.342  1.209
H  -2.333  0.131  3.579
H  -1.600  1.234  -1.284
H  -1.375  -0.515  -0.910
H  -1.375  -1.353  3.336
H  -0.558  0.154  3.226
C  2.754  -2.102  -1.360
C  1.557  1.464  -1.098
C  1.962  -0.895  -1.117
O  0.743  -0.849  -0.983
N  2.560  0.402  -1.205
H  2.222  -3.026  -1.502
H  3.418  0.682  -1.613
H  1.774  2.122  -0.309
H  3.347  -2.028  -2.283
H  3.546  -2.342  -0.516
H  1.608  2.040  -2.077
H  0.394  1.314  -0.922

=====

#y
Below is a 2-piece molecular cluster, C6H14N2O2 overall, with properties calculated with wB97M-V/def2-TZVPD.

## Properties
**E_HOMO**: -9.08 eV
**LUMO energy**: 0.790 eV
**Spin multiplicity**: 1
**Orbital gap**: 0.3627 Ha

Cartesian coordinates (Å):
C  1.322  -2.771  -1.044
C  -2.129  -1.303  -0.925
C  -0.712  -1.696  -1.335
O  -0.370  -1.152  -2.334
N  -0.009  -2.610  -0.682
H  -0.263  -3.217  0.169
H  1.734  -1.730  -0.836
H  -2.107  -0.431  -0.292
H  1.852  -3.365  -0.129
H  1.461  -3.177  -2.159
H  -2.670  -0.691  -1.682
H  -2.716  -2.044  -0.396
C  1.971  1.727  1.941
C  -1.229  2.456  -0.047
C  0.653  1.521  1.206
O  0.360  0.345  0.875
N  -0.120  2.630  0.933
H  2.864  1.066  1.488
H  0.137  3.529  1.267
H  -1.661  3.409  -0.239
H  2.306  2.756  2.030
H  2.007  1.126  2.895
H  -0.656  1.970  -0.911
H  -2.025  1.652  0.209

=====

Bottom line: #w, by a margin of 40.1 kcal/mol.

=====

#w
Below is an isolated molecule of C4H6ClNO, with properties calculated with wB97M-V/def2-TZVPD.

## Properties
**E_HOMO**: -9.69 eV
**LUMO energy**: 0.596 eV
**Spin multiplicity**: 1
**Orbital gap**: 0.3779 Ha

Cartesian coordinates (Å):
C  0.391  -0.471  0.053
C  0.099  0.665  1.082
C  0.108  0.587  -1.034
C  -0.532  -1.744  0.002
H  0.860  0.797  1.863
H  -0.870  0.490  1.545
H  -0.597  2.282  -0.049
H  0.881  0.711  -1.802
H  -0.859  0.423  -1.488
H  -0.083  -2.693  -0.222
N  0.204  1.659  -0.038
O  -1.716  -1.639  0.056
Cl  2.112  -1.067  0.033

=====

#x
Below is a 2-piece molecular cluster, C4H6ClNO overall, with properties calculated with wB97M-V/def2-TZVPD.

## Properties
**E_HOMO**: -9.42 eV
**LUMO energy**: 0.763 eV
**Spin multiplicity**: 1
**Orbital gap**: 0.3744 Ha

Cartesian coordinates (Å):
C  -1.715  1.559  -0.060
C  -2.532  0.725  0.513
C  1.386  -0.399  0.168
C  1.449  -1.269  -1.007
N  0.631  -0.632  1.110
O  -1.080  2.336  -0.695
Cl  2.537  0.999  0.073
H  -3.595  1.086  0.731
H  -2.115  -0.197  1.087
H  0.973  -0.648  -1.910
H  0.826  -2.077  -0.633
H  2.588  -1.499  -1.251
H  0.647  0.016  1.874

=====

Bottom line: #w, by a margin of 8.9 kcal/mol.